# 1
C33H33F3N3O2S | ωB97M-V/def2-TZVPD

```
! wB97M-V def2-TZVPD RIJCOSX def2/J DEFGRID3
* xyz 1 1
C -3.461 6.130 1.560
C -2.859 5.201 0.658
N -2.516 3.854 -0.013
C -1.319 3.079 0.545
C -0.884 1.604 -0.057
C 0.361 0.707 0.535
C 1.760 1.537 0.742
S 3.294 0.419 0.879
C 3.261 -0.901 -0.483
N 4.014 -0.920 -1.826
N 3.674 -2.128 -2.447
C 2.719 -3.014 -1.678
O 2.494 -2.163 -0.470
C -1.828 1.032 -1.312
C -1.524 -0.438 -1.988
C -1.784 -1.590 -0.816
C -2.959 -2.664 -1.209
C -3.104 1.899 -1.887
C -4.133 1.438 -3.078
C -3.384 3.363 -1.151
O -4.526 4.154 -1.668
H -4.020 6.800 2.375
H -0.679 3.545 1.436
H -0.004 0.293 1.591
H 0.565 -0.252 -0.125
H 1.689 2.105 1.783
H 1.986 2.340 -0.080
H 2.281 -4.077 -1.938
H -0.388 -0.421 -2.324
H -2.142 -0.645 -2.978
H -0.762 -2.120 -0.537
H -2.167 -0.999 0.147
H -3.579 -2.215 -2.096
H -2.428 -3.660 -1.553
H -3.645 -2.867 -0.263
H -4.638 2.345 -3.655
H -5.044 0.856 -2.574
H -3.652 0.668 -3.842
H -5.345 3.552 -1.650
F -1.919 8.065 3.357
C -1.491 9.230 2.852
C -0.851 9.247 1.617
C -0.411 10.460 1.089
C -0.606 11.643 1.806
C -1.245 11.615 3.046
C -1.695 10.403 3.570
H -0.701 8.317 1.078
H 0.084 10.485 0.121
H -0.258 12.588 1.395
H -1.392 12.536 3.605
H -2.202 10.365 4.528
F -2.478 -5.911 -1.669
C -2.055 -6.629 -0.620
C -1.250 -7.743 -0.834
C -0.805 -8.488 0.259
C -1.180 -8.117 1.552
C -1.992 -7.000 1.756
C -2.428 -6.249 0.664
H -0.977 -8.021 -1.846
H -0.169 -9.356 0.103
H -0.836 -8.700 2.404
H -2.285 -6.715 2.763
H -3.052 -5.373 0.804
F 5.228 -6.959 1.522
C 5.813 -6.090 0.686
C 5.062 -5.053 0.143
C 5.672 -4.145 -0.723
C 7.023 -4.291 -1.045
C 7.766 -5.339 -0.499
C 7.160 -6.240 0.375
H 4.012 -4.960 0.398
H 5.096 -3.326 -1.146
H 7.497 -3.585 -1.724
H 8.817 -5.453 -0.755
H 7.725 -7.055 0.816
*
```

For the highest occupied orbital energy, the calculation gives -10.50 eV. The value obtained for the orbital gap is 5.760 eV. As for the calculated total energy: -2288.84357 Eh.

---

# 2
C41H55N3O4P3PtSi2Te | ωB97M-V/def2-TZVPD

```
! wB97M-V def2-TZVPD RIJCOSX def2/J DEFGRID3
* xyz 1 1
Pt 0.422 -0.021 -0.688
C 0.872 -3.831 -0.458
Si 0.154 -3.034 1.047
C -1.431 -3.864 1.582
C 1.389 -3.114 2.449
N -0.233 -1.348 0.689
P -1.319 -0.253 1.246
C -0.413 1.204 0.850
P 1.178 1.470 1.521
N 1.933 0.342 0.607
Si 3.709 0.172 0.297
C 4.527 0.354 1.972
C 4.453 1.525 -0.745
C 4.080 -1.529 -0.339
C 1.767 3.139 1.184
C 1.297 3.826 0.065
C 1.865 5.033 -0.305
C 2.909 5.567 0.440
C 3.373 4.900 1.563
C 2.805 3.690 1.936
C 1.382 1.284 3.292
C 1.983 0.147 3.823
C 2.054 -0.025 5.197
C 1.494 0.924 6.041
C 0.871 2.050 5.515
C 0.824 2.238 4.144
C -2.797 -0.149 0.208
C -3.149 -1.168 -0.663
C -4.317 -1.066 -1.412
C -5.119 0.058 -1.303
C -4.765 1.086 -0.433
C -3.611 0.980 0.323
C -2.031 -0.664 2.854
C -1.237 -0.715 3.999
C -1.766 -1.130 5.209
C -3.099 -1.506 5.291
C -3.899 -1.467 4.158
C -3.373 -1.049 2.946
H 1.197 -4.848 -0.230
H 0.132 -3.875 -1.255
H 1.727 -3.288 -0.861
H -1.215 -4.898 1.863
H -1.883 -3.378 2.448
H -2.170 -3.882 0.781
H 1.621 -4.155 2.683
H 2.324 -2.628 2.158
H 1.021 -2.638 3.360
H 4.224 1.240 2.529
H 4.398 -0.517 2.614
H 5.596 0.454 1.764
H 4.149 2.523 -0.419
H 5.539 1.465 -0.636
H 4.231 1.406 -1.799
H 3.710 -2.294 0.347
H 3.662 -1.720 -1.326
H 5.163 -1.654 -0.411
H 0.464 3.426 -0.493
H 1.487 5.563 -1.169
H 3.352 6.511 0.151
H 4.177 5.320 2.153
H 3.181 3.179 2.813
H 2.364 -0.614 3.160
H 2.531 -0.906 5.607
H 1.543 0.788 7.114
H 0.432 2.786 6.175
H 0.352 3.126 3.738
H -2.519 -2.040 -0.760
H -4.590 -1.871 -2.081
H -6.024 0.136 -1.890
H -5.395 1.960 -0.340
H -3.339 1.780 1.004
H -0.200 -0.443 3.950
H -1.134 -1.162 6.087
H -3.514 -1.833 6.235
H -4.937 -1.766 4.214
H -4.011 -1.038 2.075
O 2.384 -0.028 -2.461
C 2.258 1.029 -3.374
C 0.986 1.816 -3.222
C 0.715 2.843 -4.120
C -0.409 3.620 -3.945
C -1.270 3.326 -2.895
C -0.948 2.293 -2.048
N 0.172 1.562 -2.197
H 2.256 -0.881 -2.954
H 2.352 0.669 -4.402
H 3.073 1.736 -3.196
H 1.400 3.023 -4.938
H -0.628 4.430 -4.629
H -2.178 3.889 -2.728
H -1.569 2.043 -1.197
C -2.815 1.088 -5.461
C -2.585 -0.055 -4.505
O -1.189 -0.422 -4.560
P -0.599 -1.612 -3.661
O -0.473 -1.124 -2.207
Te 1.396 -2.401 -4.576
O -1.833 -2.619 -3.743
C -1.733 -4.060 -3.793
C -2.781 -4.662 -2.892
H -3.885 1.279 -5.559
H -2.424 0.835 -6.447
H -2.332 1.999 -5.116
H -3.174 -0.923 -4.801
H -2.847 0.211 -3.479
H -0.724 -4.369 -3.523
H -1.890 -4.344 -4.834
H -2.617 -4.366 -1.857
H -2.739 -5.750 -2.946
H -3.780 -4.345 -3.191
*
```

The energy above the lowest of the compared OMol25 structures with the same formula, charge and spin comes out at 73.03 kJ/mol. For the highest occupied orbital energy, the calculation gives -9.66 eV. The value obtained for the orbital gap is 6.213 eV. As for the calculated total energy: -4050.93954 Eh.